{
  "formula": "C37H33BBr55NO5",
  "method": "ωB97M-V/def2-TZVPD",
  "elements": ["C", "N", "C", "B", "O", "C", "C", "O", "C", "O", "C", "C", "C", "C", "C", "C", "C", "C", "C", "C", "C", "O", "C", "Br", "C", "C", "O", "H", "H", "H", "H", "H", "H", "H", "H", "H", "H", "H", "H", "H", "H", "H", "C", "Br", "Br", "Br", "H", "C", "Br", "Br", "Br", "H", "C", "Br", "Br", "Br", "H", "C", "Br", "Br", "Br", "H", "C", "Br", "Br", "Br", "H", "C", "Br", "Br", "Br", "H", "C", "Br", "Br", "Br", "H", "C", "Br", "Br", "Br", "H", "C", "Br", "Br", "Br", "H", "C", "Br", "Br", "Br", "H", "C", "Br", "Br", "Br", "H", "C", "Br", "Br", "Br", "H", "C", "Br", "Br", "Br", "H", "C", "Br", "Br", "Br", "H", "C", "Br", "Br", "Br", "H", "C", "Br", "Br", "Br", "H", "C", "Br", "Br", "Br", "H", "C", "Br", "Br", "Br", "H"],
  "coordinates": [[-4.58644, 1.26829, -1.73228], [-5.00647, 2.03876, -2.93472], [-4.75361, 3.45268, -2.60325], [-4.12937, 1.60212, -4.00876], [-2.93976, 2.23340, -4.31752], [-4.55328, 0.33795, -4.88586], [-3.69572, -0.73186, -5.15120], [-2.41748, -0.70099, -4.58417], [-2.44777, -1.20334, -3.31346], [-3.35478, -1.89851, -2.93722], [-1.33880, -0.85633, -2.38968], [-1.67738, -0.70386, -1.05146], [-0.71423, -0.39989, -0.11102], [0.61067, -0.24259, -0.50829], [0.92596, -0.37596, -1.84805], [-0.02406, -0.67498, -2.80074], [-4.06256, -1.81381, -5.92694], [-5.35143, -1.87336, -6.44702], [-6.22794, -0.84684, -6.17333], [-5.83517, 0.24984, -5.41501], [-6.86245, 1.31136, -5.19103], [-6.63353, 2.49103, -5.17562], [-8.25917, 0.77132, -5.04319], [-9.38485, 1.64949, -3.82027], [-8.63266, -0.27186, -5.76930], [-7.62443, -0.89921, -6.67938], [-7.92915, -1.42344, -7.73464], [-3.50523, 1.40373, -1.58244], [-4.83793, 0.21683, -1.87051], [-5.07503, 1.69727, -0.85535], [-5.44750, 3.74065, -1.81138], [-4.84762, 4.09810, -3.47410], [-3.74378, 3.60896, -2.19980], [-3.04990, 2.86644, -5.03745], [-2.70315, -0.82446, -0.73296], [-0.96359, -0.26635, 0.94878], [1.38575, -0.00004, 0.20210], [1.95493, -0.22342, -2.12578], [0.20969, -0.76727, -3.85098], [-3.43662, -2.66980, -6.18772], [-5.64167, -2.72293, -7.04959], [-9.62913, -0.68517, -5.67902], [4.19928, -3.74031, -1.84960], [3.66084, -4.96804, -3.22902], [6.00820, -3.13491, -2.08166], [2.96808, -2.25852, -1.70763], [4.16650, -4.27997, -0.91238], [-7.97086, 2.38969, -9.45280], [-6.85719, 3.68676, -8.55843], [-7.92734, 0.64885, -8.54735], [-9.77656, 3.03063, -9.67137], [-7.56191, 2.25528, -10.44479], [0.36473, 1.59196, 4.13112], [0.20645, 1.16825, 2.26320], [-0.62684, 0.36071, 5.23229], [2.21505, 1.68757, 4.64415], [-0.06942, 2.57177, 4.28124], [-0.16518, -4.34723, -6.39185], [-1.76866, -3.95216, -7.38734], [-0.14719, -3.53267, -4.65993], [0.12150, -6.24639, -6.27150], [0.66228, -3.93318, -6.94939], [5.68240, -7.21630, 0.53406], [5.43363, -8.17167, -1.11418], [7.14461, -5.97567, 0.42614], [4.05907, -6.34381, 1.10842], [5.93595, -7.94553, 1.29068], [5.67777, 3.60991, 5.34099], [5.88037, 5.11016, 4.15555], [6.15667, 1.95043, 4.48692], [6.65435, 3.86300, 6.98295], [4.62776, 3.54014, 5.59547], [-3.50317, 2.38718, 3.50420], [-3.13299, 4.26949, 3.66349], [-4.75936, 1.78877, 4.82860], [-4.04572, 1.91469, 1.71877], [-2.57632, 1.86546, 3.69644], [2.14640, 1.16781, 8.55424], [0.98248, 1.46970, 10.05541], [3.34923, 2.64518, 8.27746], [3.10252, -0.49289, 8.70218], [1.52036, 1.09691, 7.67471], [7.19737, -1.16975, 1.75833], [9.10682, -1.32672, 1.59728], [6.45061, 0.00783, 0.43129], [6.35202, -2.90035, 1.74557], [6.99632, -0.72653, 2.71904], [-0.69376, 5.11362, -5.53914], [-2.49965, 5.33090, -6.18045], [-0.63950, 4.92901, -3.62625], [0.19520, 3.65581, -6.42341], [-0.15833, 6.01758, -5.78980], [4.13525, 7.11939, 7.01978], [3.44303, 6.42105, 8.67219], [2.81931, 7.05344, 5.61286], [4.85923, 8.88649, 7.23729], [4.95203, 6.47642, 6.71854], [-13.16154, 0.44096, -3.29516], [-13.43320, -0.76163, -1.81844], [-12.82334, -0.50988, -4.93162], [-14.61960, 1.68053, -3.48410], [-12.27500, 1.01928, -3.07764], [8.38448, -3.18954, 5.71315], [7.73541, -1.51020, 5.02682], [9.74936, -3.94179, 4.58802], [8.96769, -3.02233, 7.53721], [7.55029, -3.87611, 5.70464], [-4.02496, -7.80488, -7.79693], [-3.63512, -6.80267, -9.39483], [-2.59540, -9.01149, -7.34873], [-4.47925, -6.65837, -6.31761], [-4.89502, -8.40895, -8.00751], [0.26166, 10.24864, 6.71924], [-0.43294, 9.55259, 8.37378], [-1.05333, 10.18383, 5.31385], [0.98260, 12.01856, 6.93685], [1.07972, 9.60685, 6.42163], [10.51220, 3.16778, 9.30005], [10.19439, 2.33319, 7.59716], [12.00576, 4.37742, 9.23482], [8.93065, 4.03343, 9.98285], [10.76720, 2.38225, 9.99609], [9.90346, -9.46182, 0.46037], [10.31345, -7.58525, 0.48175], [8.68557, -9.93025, 1.87946], [9.24062, -10.02282, -1.25519], [10.82471, -9.99644, 0.63888], [4.63886, -3.07614, 11.44092], [4.30718, -3.88990, 9.72564], [6.08636, -1.81201, 11.35129], [3.04697, -2.28842, 12.17812], [4.94305, -3.86557, 12.11217]],
  "forces_ev_per_a": [[-0.171, 0.148, -0.523], [1.300, 0.330, 0.622], [0.017, -0.103, 0.268], [-0.448, -0.223, -0.586], [-0.500, 0.274, -0.024], [0.215, 0.058, 0.317], [0.039, -0.085, -0.478], [0.105, 0.157, 0.640], [-0.269, -0.668, 0.185], [-0.211, 0.154, 0.031], [0.203, 0.350, -0.401], [-0.216, -0.146, 0.311], [0.313, 0.025, 0.426], [-0.598, -0.032, -0.213], [0.343, 0.532, 0.044], [-0.541, 0.098, -0.081], [-0.388, -0.574, -0.464], [0.481, 0.241, 0.023], [-0.471, -0.089, -0.328], [-0.089, -0.087, 0.142], [-0.122, 0.128, 0.012], [0.180, 0.078, 0.006], [0.154, -0.038, 0.224], [0.101, 0.037, -0.179], [-0.128, -0.225, 0.341], [0.064, -0.676, 1.372], [-0.111, -2.250, 1.027], [0.002, -0.244, 0.214], [0.047, -0.052, 0.247], [-0.243, -0.243, -0.064], [-0.156, 0.198, -0.193], [-0.286, -0.020, -0.006], [0.042, -0.066, -0.068], [0.360, 0.047, -0.125], [-0.047, -0.095, -0.120], [-0.304, -0.478, -0.928], [0.101, -0.085, 0.015], [-0.074, 0.380, -0.330], [0.189, 0.068, -0.016], [0.116, 0.735, 0.715], [-0.157, 0.051, -0.037], [-0.039, -0.011, -0.363], [0.076, 0.014, 0.146], [0.001, 0.040, 0.014], [-0.003, 0.014, -0.159], [0.604, -0.928, -0.025], [-0.006, -0.013, -0.006], [0.053, -0.243, 0.123], [-0.052, -0.071, -0.004], [-0.167, 3.357, -2.502], [0.062, -0.027, 0.040], [-0.014, 0.016, 0.004], [0.095, 0.172, -0.054], [0.095, 0.574, 0.846], [0.041, 0.018, -0.009], [0.053, -0.053, 0.120], [0.030, 0.012, 0.021], [0.058, -0.139, -0.116], [0.396, -0.210, -0.164], [-0.053, 0.001, 0.075], [-0.015, 0.018, -0.015], [-0.011, 0.005, -0.020], [0.097, -0.076, -0.013], [-0.021, 0.048, 0.029], [-0.261, -0.133, -0.062], [0.012, 0.010, -0.013], [-0.016, 0.003, 0.013], [-0.023, 0.001, 0.099], [0.038, -0.052, 0.008], [-0.040, 0.027, -0.016], [-0.058, 0.047, -0.091], [-0.001, -0.003, 0.008], [0.061, -0.062, -0.009], [0.018, -0.038, -0.004], [0.003, 0.026, -0.047], [0.038, 0.033, 0.082], [-0.012, -0.032, -0.011], [-0.017, -0.055, -0.134], [0.053, -0.008, -0.011], [0.000, 0.011, 0.076], [-0.018, 0.009, -0.018], [0.005, 0.018, -0.009], [-0.087, -0.006, -0.211], [-0.046, 0.030, -0.122], [0.020, -0.043, 0.013], [0.020, 0.230, 0.079], [-0.029, 0.041, -0.005], [0.054, -0.022, 0.063], [-0.022, -0.052, 0.020], [-0.010, -0.001, -0.041], [-0.043, 0.007, 0.028], [-0.017, 0.008, -0.021], [0.068, -0.040, 0.028], [0.006, 0.039, -0.055], [-0.044, 0.036, 0.064], [-0.070, -0.011, -0.021], [0.001, 0.005, -0.020], [0.036, 0.027, 0.023], [-0.003, 0.018, -0.032], [-0.010, -0.012, -0.019], [0.018, -0.035, 0.000], [0.012, -0.009, -0.013], [-0.013, -0.083, -0.031], [0.071, 0.012, 0.466], [-0.026, 0.024, 0.026], [-0.014, 0.021, -0.037], [-0.015, 0.013, -0.011], [-0.016, 0.019, 0.003], [-0.007, -0.022, 0.062], [-0.025, 0.016, -0.009], [0.036, -0.019, -0.040], [-0.004, 0.000, -0.002], [0.048, -0.044, 0.004], [0.026, 0.022, -0.055], [0.037, 0.000, 0.042], [-0.029, -0.028, 0.002], [-0.007, -0.011, 0.002], [0.019, -0.027, -0.019], [0.006, 0.015, 0.038], [-0.041, -0.010, -0.009], [0.005, -0.014, -0.045], [-0.007, 0.007, 0.016], [-0.027, 0.035, -0.046], [0.259, -0.106, 0.006], [-0.021, 0.020, -0.028], [-0.003, 0.015, 0.038], [-0.010, -0.013, 0.030], [0.003, 0.020, 0.033], [-0.009, 0.039, 0.011], [-0.040, -0.006, -0.024], [0.034, -0.023, -0.014], [0.012, -0.011, -0.012]],
  "lowdin_charge": [-0.08, -0.09, -0.07, -0.54, 0.12, 0.08, -0.18, 0.07, -0.45, 0.14, -0.13, -0.01, -0.14, -0.15, -0.23, -0.05, 0.02, 0.04, -0.11, -0.04, -0.38, 0.10, -0.59, 0.84, -0.06, -0.52, -0.15, 0.08, 0.10, 0.03, 0.09, 0.09, 0.08, 0.05, 0.12, 0.00, 0.06, 0.02, 0.09, 0.01, 0.13, 0.10, -1.60, 0.57, 0.55, 0.75, -0.09, -1.54, 0.58, 0.98, 0.56, -0.03, -1.59, 0.78, 0.63, 0.61, -0.03, -1.59, 0.64, 0.69, 0.57, -0.02, -1.60, 0.58, 0.52, 0.60, -0.05, -1.63, 0.61, 0.56, 0.55, -0.08, -1.66, 0.58, 0.59, 0.62, -0.11, -1.64, 0.59, 0.55, 0.56, -0.08, -1.66, 0.57, 0.57, 0.52, -0.14, -1.63, 0.61, 0.59, 0.59, -0.03, -1.65, 0.56, 0.56, 0.59, -0.10, -1.66, 0.57, 0.57, 0.58, -0.08, -1.61, 0.60, 0.58, 0.58, -0.03, -1.63, 0.56, 0.56, 0.56, -0.03, -1.66, 0.56, 0.56, 0.57, -0.08, -1.64, 0.56, 0.58, 0.56, -0.03, -1.63, 0.55, 0.57, 0.57, -0.03, -1.64, 0.55, 0.56, 0.56, -0.03],
  "lumo_energy_ha": -0.0407,
  "multiplicity": 1,
  "homo_lumo_gap_ev": 8.08,
  "total_charge": 0
}